Record 1
{
  "formula": "C20H24BrFIrN4SSi",
  "method": "the ωB97M-V functional and the def2-TZVPD basis",
  "e_tot_ha": -4461.25846,
  "homo_ev": [-10.5, -10.6],
  "total_charge": 1,
  "de_lowest_kcal_mol": 15.5,
  "orbital_gap_ev": [6.20, 6.45],
  "elements": ["Ir", "Br", "S", "Si", "F", "N", "N", "N", "N", "C", "C", "C", "C", "C", "C", "C", "C", "C", "C", "C", "C", "C", "C", "C", "C", "C", "C", "C", "C", "H", "H", "H", "H", "H", "H", "H", "H", "H", "H", "H", "H", "H", "H", "H", "H", "H", "H", "H", "H", "H", "H", "H", "H"],
  "xyz": [[-0.74, -0.16, 0.21], [-3.53, 1.17, 0.43], [-0.68, -2.23, 1.18], [2.31, -0.09, -0.88], [-1.32, 1.60, -2.01], [0.38, -1.70, 3.66], [0.83, 0.80, -0.39], [-2.33, -0.91, -0.94], [-0.13, 0.01, 2.10], [-0.46, 2.55, -1.55], [1.25, 4.50, -0.67], [1.91, -0.91, -2.49], [-0.67, 3.85, -1.96], [0.87, 0.59, 4.13], [0.37, 0.95, 2.91], [-4.65, -2.07, -1.85], [1.44, -1.22, 5.79], [-3.53, -0.37, -0.65], [0.87, -0.77, 4.49], [0.60, 2.16, -0.74], [3.74, 1.08, -1.09], [1.44, 3.19, -0.29], [-4.71, -0.92, -1.09], [-0.08, -1.28, 2.51], [-3.43, -2.65, -2.17], [-2.29, -2.03, -1.69], [2.75, -1.32, 0.43], [0.19, 4.83, -1.51], [-3.32, -3.92, -2.97], [1.27, 1.34, 4.80], [2.04, -2.14, 0.50], [-5.57, -2.52, -2.21], [-5.65, -0.45, -0.83], [3.52, 1.89, -1.79], [4.58, 0.51, -1.49], [0.92, -1.37, -2.45], [4.05, 1.52, -0.14], [3.73, -1.74, 0.19], [-4.27, -4.18, -3.42], [2.53, -1.23, 5.73], [2.83, -0.84, 1.42], [-1.50, 4.07, -2.61], [1.92, -0.19, -3.32], [1.16, -0.55, 6.60], [-1.31, -2.42, -1.90], [2.64, -1.70, -2.73], [0.32, 1.98, 2.57], [1.10, -2.23, 6.01], [1.91, 5.27, -0.30], [-2.57, -3.83, -3.76], [0.04, 5.86, -1.82], [-3.02, -4.75, -2.33], [2.25, 2.93, 0.39]],
  "lowdin_charge": [1.03, 0.84, 0.72, 0.40, 0.01, 0.15, -0.25, -0.19, -0.17, -0.24, -0.07, -0.16, 0.00, 0.01, -0.07, 0.02, -0.01, -0.72, -0.29, -0.30, -0.17, -0.04, -0.07, -0.78, -0.22, -0.09, -0.18, -0.06, -0.02, 0.12, 0.00, 0.13, 0.12, 0.04, 0.05, 0.01, 0.04, 0.05, 0.09, 0.10, 0.03, 0.13, 0.04, 0.09, 0.12, 0.04, 0.13, 0.09, 0.11, 0.09, 0.11, 0.10, 0.11]
}

Record 2
{
  "formula": "C5H12N2O",
  "method": "the ωB97M-V functional and the def2-TZVPD basis",
  "e_tot_ha": -382.40952,
  "homo_ev": -9.3,
  "de_lowest_kcal_mol": 58.4,
  "orbital_gap_ev": 10.19,
  "smiles": "CC(=O)NCCCN",
  "elements": ["O", "N", "N", "C", "C", "C", "C", "C", "H", "H", "H", "H", "H", "H", "H", "H", "H", "H", "H", "H"],
  "xyz": [[1.67, -0.15, 3.10], [-0.82, -0.85, -2.73], [0.74, 0.54, 1.17], [-0.25, 0.72, 0.16], [0.75, -0.16, 2.35], [0.24, 0.94, -1.32], [-0.55, -0.89, 2.78], [0.46, -0.36, -2.16], [1.36, -0.29, -2.91], [1.54, 0.97, 0.77], [-0.76, -0.79, -3.74], [0.95, 1.78, -1.27], [-0.56, -1.96, 2.43], [-1.09, 0.05, 0.07], [-0.58, 1.72, 0.42], [-1.65, -0.15, -2.46], [0.84, -1.06, -1.34], [-0.59, 1.44, -1.82], [-0.25, -1.22, 3.81], [-1.44, -0.28, 2.67]],
  "lowdin_charge": [0.07, -0.04, 0.05, -0.23, -0.55, -0.19, 0.00, -0.29, 0.13, 0.13, 0.04, 0.11, 0.09, 0.12, 0.11, 0.11, 0.10, 0.09, 0.09, 0.07]
}

Record 3
{
  "formula": "C21H22N7O2PtSe2Te2",
  "method": "the ωB97M-V functional and the def2-TZVPD basis",
  "e_tot_ha": -6805.53818,
  "homo_ev": -3.8,
  "total_charge": -1,
  "de_lowest_kcal_mol": 0.0,
  "orbital_gap_ev": 5.72,
  "elements": ["Pt", "Te", "Te", "Se", "Se", "O", "O", "N", "N", "N", "N", "N", "N", "N", "C", "C", "C", "C", "C", "C", "C", "C", "C", "C", "C", "C", "C", "C", "C", "C", "C", "C", "C", "C", "C", "H", "H", "H", "H", "H", "H", "H", "H", "H", "H", "H", "H", "H", "H", "H", "H", "H", "H", "H", "H", "H", "H"],
  "xyz": [[0.32, -0.05, 0.48], [2.91, -0.46, 3.13], [3.66, 0.31, 0.60], [0.44, 0.12, 2.87], [1.73, 1.89, 0.36], [0.24, -0.29, -1.59], [-6.74, -8.92, -5.45], [-3.95, 2.45, -1.38], [-2.63, 1.25, -0.15], [-0.86, -1.77, 0.34], [-3.09, -4.48, -2.96], [-3.74, 1.27, -0.91], [-2.97, 3.23, -0.91], [-3.34, -4.71, -4.16], [-2.24, -3.42, -2.67], [-5.44, -7.06, -6.03], [-5.92, -7.90, -5.04], [-2.77, 5.54, 1.14], [-5.02, 5.16, 0.07], [-5.55, -7.70, -3.71], [-4.70, -6.65, -3.39], [-4.59, -6.02, -5.70], [-1.15, -2.08, -0.96], [-2.90, 4.65, -1.23], [-1.39, -2.45, 1.32], [-1.62, -2.63, -3.63], [-4.21, -5.80, -4.38], [-2.01, -3.14, -1.29], [-2.16, 2.47, -0.15], [-2.58, -3.86, -0.22], [-3.56, 5.54, -0.17], [-2.27, -3.52, 1.07], [-0.52, -1.26, -1.95], [-7.32, -9.73, -4.46], [-0.78, -1.58, -3.30], [-5.49, 5.87, 0.74], [-5.74, -7.24, -7.06], [-4.40, -6.48, -2.36], [-5.58, 5.14, -0.87], [-1.80, -2.85, -4.67], [-5.09, 4.16, 0.51], [-1.27, 2.81, 0.35], [-5.91, -8.34, -2.93], [-2.69, -4.06, 1.90], [-3.53, 6.55, -0.59], [-1.85, 4.91, -1.35], [-1.74, 5.85, 0.99], [-7.91, -9.13, -3.75], [-2.76, 4.54, 1.59], [-7.98, -10.42, -4.98], [-3.23, 6.21, 1.86], [-1.11, -2.15, 2.32], [-3.27, -4.67, -0.44], [-0.30, -0.98, -4.06], [-6.57, -10.29, -3.91], [-3.40, 4.76, -2.19], [-4.21, -5.35, -6.46]],
  "lowdin_charge": [0.34, 0.04, 0.07, -0.24, -0.27, -0.23, -0.09, 0.04, 0.03, -0.07, 0.06, -0.04, -0.12, 0.04, -0.23, -0.01, -0.29, -0.08, -0.08, -0.03, -0.02, -0.03, -0.15, -0.12, -0.14, -0.02, -0.27, -0.09, -0.16, 0.00, -0.42, -0.04, -0.37, -0.10, 0.00, 0.07, 0.11, 0.10, 0.08, 0.10, 0.08, 0.10, 0.10, 0.10, 0.13, 0.13, 0.08, 0.09, 0.08, 0.09, 0.08, 0.05, 0.10, 0.11, 0.09, 0.12, 0.11]
}

Record 4
{
  "formula": "C21H30N5O",
  "method": "the ωB97M-V functional and the def2-TZVPD basis",
  "e_tot_ha": -1166.95747,
  "homo_ev": -11.2,
  "total_charge": 1,
  "de_lowest_kcal_mol": 14.3,
  "orbital_gap_ev": 8.47,
  "elements": ["O", "N", "N", "N", "N", "N", "C", "C", "C", "C", "C", "C", "C", "C", "C", "C", "C", "C", "C", "C", "C", "C", "C", "C", "C", "C", "C", "H", "H", "H", "H", "H", "H", "H", "H", "H", "H", "H", "H", "H", "H", "H", "H", "H", "H", "H", "H", "H", "H", "H", "H", "H", "H", "H", "H", "H", "H"],
  "xyz": [[2.27, 0.58, -3.66], [-3.49, 0.70, 1.82], [-2.73, 4.35, 6.43], [0.13, -1.15, -1.58], [1.72, -3.62, -4.81], [2.48, -1.14, -1.72], [1.48, -5.04, -6.73], [-0.92, 5.72, 7.19], [-2.71, 1.64, 1.28], [1.13, -0.26, -3.63], [1.21, -1.32, -2.52], [2.88, -4.22, -4.56], [3.45, -0.17, -3.81], [1.04, -4.03, -5.88], [2.69, -5.65, -6.45], [-2.33, 2.80, 1.94], [3.75, -0.88, -2.49], [-3.59, 2.03, 3.81], [0.04, -2.20, -0.55], [3.41, -5.23, -5.35], [-2.78, 3.00, 3.24], [-3.91, 0.91, 3.07], [-1.67, 6.16, 8.27], [-3.44, 4.78, 7.47], [-2.96, 5.68, 8.41], [-1.29, -2.11, 0.16], [-1.49, 4.82, 6.31], [2.61, -1.99, -1.17], [4.36, -5.69, -5.09], [-2.52, 3.89, 3.80], [-1.52, -1.08, 0.43], [-0.74, -1.15, -2.10], [4.25, 0.53, -4.02], [-0.92, 4.45, 5.46], [0.10, 6.06, 7.04], [1.00, -0.76, -4.59], [-4.45, 4.39, 7.55], [-4.55, 0.14, 3.49], [3.06, -6.44, -7.09], [3.43, -3.89, -3.68], [-3.95, 2.16, 4.82], [-1.70, 3.53, 1.44], [-1.26, 6.86, 8.98], [0.84, -2.07, 0.18], [2.29, -0.39, -1.05], [3.37, -0.88, -4.64], [4.39, -0.28, -1.85], [-2.39, 1.46, 0.26], [-2.10, -2.48, -0.46], [0.28, 0.39, -3.43], [0.17, -3.20, -0.99], [4.23, -1.85, -2.64], [-1.29, -2.69, 1.08], [0.10, -3.53, -6.07], [-3.59, 5.99, 9.23], [0.88, -5.33, -7.58], [1.25, -2.32, -2.97]],
  "lowdin_charge": [-0.10, 0.04, 0.05, -0.02, 0.03, 0.12, -0.05, -0.07, -0.18, -0.12, -0.28, -0.16, -0.17, -0.14, -0.05, -0.07, -0.06, -0.06, -0.27, -0.06, -0.08, -0.15, -0.07, -0.15, -0.07, -0.07, -0.16, 0.17, 0.11, 0.08, 0.06, 0.13, 0.14, 0.10, 0.10, 0.13, 0.11, 0.10, 0.12, 0.09, 0.10, 0.10, 0.11, 0.11, 0.19, 0.13, 0.14, 0.09, 0.08, 0.14, 0.12, 0.12, 0.08, 0.11, 0.10, 0.11, 0.12]
}